Record 1
{
  "formula": "C47H51AsCoN2PSSi",
  "method": "ωB97M-V with the def2-TZVPD basis set",
  "species": ["Co", "C", "C", "C", "C", "C", "C", "C", "P", "C", "C", "C", "C", "C", "C", "C", "C", "C", "C", "C", "C", "C", "C", "H", "H", "H", "H", "H", "H", "H", "H", "H", "H", "H", "H", "H", "H", "H", "H", "H", "H", "H", "H", "S", "C", "C", "C", "C", "C", "C", "As", "C", "C", "C", "C", "C", "C", "C", "C", "C", "C", "C", "C", "H", "H", "H", "H", "H", "H", "H", "H", "H", "H", "H", "H", "H", "H", "C", "Si", "C", "C", "C", "H", "H", "H", "H", "H", "H", "H", "H", "H", "H", "H", "C", "N", "C", "C", "N", "C", "H", "H", "H", "H", "H", "H"],
  "xyz": [[-0.18, 0.06, 0.29], [3.31, -2.49, 1.02], [2.92, -2.26, 2.45], [3.00, -3.33, 3.34], [2.58, -3.21, 4.65], [2.07, -2.01, 5.10], [2.00, -0.93, 4.23], [2.42, -1.02, 2.91], [2.09, 0.34, 1.71], [3.79, 0.90, 1.26], [4.95, 0.23, 1.62], [6.21, 0.64, 1.18], [6.31, 1.75, 0.37], [5.16, 2.45, 0.02], [3.90, 2.05, 0.45], [2.70, 2.87, 0.10], [1.59, 1.71, 2.78], [2.41, 2.20, 3.80], [1.94, 3.13, 4.71], [0.61, 3.55, 4.60], [-0.18, 3.10, 3.57], [0.29, 2.20, 2.59], [-0.50, 1.84, 1.39], [3.84, -3.43, 0.92], [3.97, -1.70, 0.65], [2.43, -2.52, 0.38], [3.39, -4.27, 2.97], [2.63, -4.07, 5.32], [1.72, -1.90, 6.12], [1.58, 0.00, 4.60], [4.88, -0.63, 2.28], [7.09, 0.09, 1.49], [7.28, 2.09, 0.02], [5.23, 3.34, -0.60], [2.39, 3.48, 0.95], [1.84, 2.26, -0.17], [2.92, 3.53, -0.74], [3.43, 1.82, 3.88], [2.58, 3.50, 5.50], [0.21, 4.26, 5.31], [-1.20, 3.47, 3.46], [-0.23, 2.57, 0.61], [-1.57, 2.00, 1.57], [-2.10, 0.84, -1.19], [-2.18, 0.37, -2.87], [-2.72, 1.29, -3.80], [-2.87, 0.99, -5.13], [-2.49, -0.26, -5.62], [-1.95, -1.18, -4.74], [-1.77, -0.87, -3.39], [-1.05, -2.19, -2.16], [0.71, -2.58, -2.97], [1.49, -3.54, -2.32], [2.78, -3.83, -2.75], [3.31, -3.16, -3.84], [2.55, -2.20, -4.48], [1.26, -1.91, -4.05], [-2.05, -3.72, -2.91], [-1.47, -4.93, -3.27], [-2.26, -6.00, -3.68], [-3.64, -5.87, -3.73], [-4.22, -4.67, -3.36], [-3.44, -3.60, -2.95], [-3.04, 2.25, -3.41], [-3.30, 1.73, -5.80], [-2.62, -0.52, -6.67], [-1.67, -2.16, -5.10], [1.10, -4.06, -1.44], [3.36, -4.58, -2.22], [4.31, -3.39, -4.18], [2.96, -1.66, -5.33], [0.69, -1.14, -4.55], [-0.39, -5.05, -3.24], [-1.78, -6.93, -3.96], [-4.25, -6.70, -4.05], [-5.30, -4.56, -3.39], [-3.91, -2.67, -2.67], [-3.43, -2.15, 0.58], [-1.89, -2.79, 1.46], [-1.35, -4.43, 0.68], [-2.50, -3.26, 3.20], [-0.47, -1.63, 1.53], [-4.09, -2.98, 0.28], [-3.19, -1.55, -0.30], [-4.00, -1.51, 1.25], [-2.17, -4.99, 0.24], [-0.88, -5.06, 1.45], [-0.60, -4.27, -0.10], [-3.30, -4.00, 3.17], [-2.87, -2.38, 3.72], [-1.68, -3.67, 3.79], [0.40, -2.29, 1.58], [-0.50, -1.14, 2.52], [4.37, 0.19, -3.01], [2.98, 0.37, -2.68], [2.09, 1.25, -3.25], [0.93, 1.13, -2.53], [1.10, 0.20, -1.54], [2.34, -0.23, -1.66], [4.97, 1.02, -2.62], [4.49, 0.11, -4.09], [4.71, -0.74, -2.56], [2.35, 1.86, -4.09], [-0.01, 1.63, -2.65], [2.81, -0.98, -1.06]],
  "molar_mass_g_mol": 868.92,
  "spin_multiplicity": 4,
  "energy_ev": -179016.881,
  "e_lumo_ev": [2.29, 2.29],
  "s2": 3.76,
  "fmax_ev_per_a": 0.58,
  "total_charge": -1,
  "gap_ev": [5.9, 6.5],
  "homo_ev": [-3.66, -4.21],
  "de_lowest_ev": 0.000
}

=====

Record 2
{
  "formula": "CF4NO",
  "method": "ωB97M-V with the def2-TZVPD basis set",
  "species": ["C", "N", "O", "F", "F", "F", "F"],
  "xyz": [[-1.12, -0.06, -0.15], [1.70, 0.27, -0.46], [1.96, 1.05, 0.37], [-1.52, -1.27, 0.37], [-1.19, 0.82, 0.92], [-2.16, 0.33, -0.98], [2.33, -1.14, -0.08]],
  "molar_mass_g_mol": 118.01,
  "energy_ev": -15441.799,
  "e_lumo_ev": [4.15, 3.54],
  "fmax_ev_per_a": 3.00,
  "total_charge": -1,
  "gap_ev": [7.4, 6.2],
  "homo_ev": [-3.27, -2.66],
  "de_lowest_ev": 1.131
}

=====

Record 3
{
  "formula": "C20H28N2SiTb",
  "method": "ωB97M-V with the def2-TZVPD basis set",
  "species": ["C", "C", "C", "H", "C", "C", "H", "H", "H", "H", "Tb", "C", "H", "H", "H", "Si", "C", "C", "H", "C", "H", "C", "H", "C", "H", "C", "H", "C", "C", "H", "C", "H", "C", "H", "C", "H", "C", "H", "H", "H", "N", "C", "C", "N", "H", "H", "H", "H", "H", "H", "H", "H"],
  "xyz": [[1.05, 2.07, 0.16], [0.10, 2.21, -0.89], [-1.21, 2.16, -0.32], [0.31, 2.51, -1.92], [-1.08, 2.01, 1.08], [0.35, 1.96, 1.38], [0.80, 1.89, 2.38], [2.14, 2.20, 0.05], [-2.14, 2.34, -0.86], [-1.92, 1.98, 1.80], [-0.29, -0.08, 0.33], [-1.48, -3.77, -5.40], [-2.19, -3.78, -4.57], [-1.78, -3.00, -6.13], [-0.47, -3.55, -5.03], [-0.12, -1.00, -2.57], [1.56, -0.93, -3.34], [2.36, 0.24, -3.34], [2.02, 1.14, -2.83], [3.63, 0.24, -3.95], [4.23, 1.16, -3.96], [4.14, -0.91, -4.55], [5.12, -0.90, -5.04], [3.37, -2.08, -4.52], [3.77, -2.99, -4.97], [2.11, -2.10, -3.91], [1.55, -3.03, -3.86], [-1.25, 0.10, -3.53], [-0.84, 0.69, -4.75], [0.14, 0.45, -5.16], [-1.67, 1.60, -5.43], [-1.34, 2.02, -6.38], [-2.92, 1.96, -4.91], [-3.57, 2.64, -5.46], [-3.32, 1.41, -3.69], [-4.28, 1.70, -3.27], [-2.50, 0.51, -3.00], [-2.83, 0.12, -2.03], [-0.66, -2.42, -2.64], [-1.48, -4.75, -5.89], [0.52, -2.33, 1.48], [0.92, -2.29, 2.94], [-0.08, -1.46, 3.70], [-0.62, -0.38, 2.74], [1.03, -3.14, 1.11], [1.18, -1.56, 1.15], [1.06, -3.26, 3.43], [1.91, -1.81, 2.88], [-0.96, -2.09, 3.99], [0.40, -0.94, 4.53], [-0.76, 0.48, 3.27], [-1.57, -0.70, 2.47]],
  "molar_mass_g_mol": 483.47,
  "spin_multiplicity": 7,
  "energy_ev": -54478.729,
  "e_lumo_ev": [-4.20, -3.76],
  "s2": 12.75,
  "fmax_ev_per_a": 3.61,
  "total_charge": 1,
  "gap_ev": [5.6, 5.9],
  "homo_ev": [-9.78, -9.67],
  "de_lowest_ev": 0.558
}

=====

Record 4
{
  "formula": "C11H17F9O3P",
  "method": "ωB97M-V with the def2-TZVPD basis set",
  "species": ["C", "C", "O", "O", "C", "C", "P", "C", "C", "F", "H", "H", "H", "H", "H", "H", "H", "H", "H", "H", "H", "H", "H", "C", "C", "C", "F", "F", "F", "F", "O", "C", "C", "F", "F", "F", "F", "H", "H", "H", "H"],
  "xyz": [[-0.11, -2.32, 1.71], [-0.16, -0.96, 1.08], [0.81, -0.46, 0.55], [-1.38, -0.28, 1.03], [-2.15, -0.22, 2.21], [-3.52, 0.33, 1.80], [-4.49, -1.03, 1.13], [-6.18, -0.55, 0.66], [-7.21, -1.56, 1.11], [-7.46, -1.36, 2.43], [0.64, -2.32, 2.48], [-1.06, -2.67, 2.10], [0.16, -3.00, 0.92], [-1.72, 0.43, 2.96], [-2.27, -1.19, 2.66], [-4.00, 0.73, 2.68], [-3.38, 1.08, 1.05], [-4.50, -2.02, 2.11], [-3.81, -1.49, 0.01], [-6.37, 0.39, 1.16], [-6.20, -0.43, -0.41], [-8.12, -1.40, 0.55], [-6.91, -2.58, 0.95], [3.26, 0.74, -1.29], [4.14, -0.39, -1.86], [5.51, -0.66, -1.23], [6.35, 0.38, -1.39], [6.07, -1.72, -1.85], [4.26, -0.25, -3.19], [3.43, -1.54, -1.64], [3.18, 1.98, -2.00], [4.01, 3.05, -1.77], [4.80, 3.44, -3.03], [5.58, 2.43, -3.43], [5.58, 4.50, -2.73], [4.81, 2.88, -0.70], [3.21, 4.10, -1.49], [2.25, 0.35, -1.37], [3.43, 0.89, -0.22], [5.41, -0.88, -0.17], [4.11, 3.71, -3.83]],
  "molar_mass_g_mol": 399.21,
  "energy_ev": -51563.665,
  "e_lumo_ev": -3.41,
  "fmax_ev_per_a": 2.57,
  "total_charge": 1,
  "gap_ev": 9.6,
  "homo_ev": -13.02
}

=====

Record 5
{
  "formula": "C6H10N2OS",
  "method": "ωB97M-V with the def2-TZVPD basis set",
  "species": ["C", "C", "C", "C", "C", "C", "N", "N", "O", "S", "H", "H", "H", "H", "H", "H", "H", "H", "H", "H"],
  "xyz": [[0.67, 1.55, 1.19], [-1.07, -0.04, 0.27], [-0.55, 0.76, 1.51], [1.13, 0.01, -0.60], [-2.50, -0.42, 0.11], [1.99, -0.27, -1.85], [-0.25, -0.37, -0.64], [1.39, 1.26, 0.13], [2.30, 1.95, -0.32], [1.97, -1.35, 1.11], [0.80, 2.54, 1.63], [-0.66, -0.08, 2.23], [-1.21, 1.52, 2.06], [-3.11, 0.46, -0.18], [-2.84, -0.88, 1.05], [-2.83, -1.12, -0.61], [1.79, -1.42, -2.03], [3.05, -0.27, -1.69], [1.44, 0.21, -2.69], [3.12, -1.83, 0.53]],
  "molar_mass_g_mol": 158.23,
  "energy_ev": -22242.502,
  "e_lumo_ev": [-0.77, -0.77],
  "fmax_ev_per_a": 4.42,
  "total_charge": 0,
  "gap_ev": [7.7, 7.7],
  "homo_ev": [-8.46, -8.46],
  "de_lowest_ev": 5.303
}

=====

Record 6
{
  "formula": "C3H7N3",
  "method": "ωB97M-V with the def2-TZVPD basis set",
  "species": ["N", "C", "C", "N", "C", "N", "H", "H", "H", "H", "H", "H", "H"],
  "xyz": [[1.41, 1.22, 0.95], [0.39, 0.18, 0.93], [-0.38, 0.09, -0.34], [0.18, 0.63, -1.38], [-2.23, -1.93, -0.67], [-2.79, -2.94, -0.83], [1.43, 1.68, 1.85], [2.33, 0.84, 0.78], [-0.33, 0.29, 1.75], [0.79, -0.85, 1.07], [-1.56, -0.93, -0.51], [1.02, 1.20, -1.31], [-0.25, 0.52, -2.29]],
  "molar_mass_g_mol": 85.11,
  "energy_ev": -7692.031,
  "e_lumo_ev": 0.43,
  "fmax_ev_per_a": 1.22,
  "total_charge": 0,
  "gap_ev": 9.4,
  "homo_ev": -8.95,
  "de_lowest_ev": 2.649
}

=====

Record 7
{
  "formula": "C35H80BF2N8O14PS",
  "method": "ωB97M-V with the def2-TZVPD basis set",
  "species": ["C", "C", "C", "F", "C", "C", "C", "C", "O", "O", "C", "F", "C", "C", "C", "C", "C", "N", "O", "C", "S", "B", "O", "O", "P", "O", "O", "H", "H", "H", "H", "H", "H", "H", "H", "H", "H", "H", "H", "H", "H", "H", "H", "H", "H", "H", "H", "H", "H", "H", "H", "H", "H", "H", "H", "H", "H", "H", "C", "N", "C", "C", "O", "H", "H", "H", "H", "H", "H", "H", "C", "N", "C", "C", "O", "H", "H", "H", "H", "H", "H", "H", "C", "N", "C", "C", "O", "H", "H", "H", "H", "H", "H", "H", "C", "N", "C", "C", "O", "H", "H", "H", "H", "H", "H", "H", "C", "N", "C", "C", "O", "H", "H", "H", "H", "H", "H", "H", "C", "N", "C", "C", "O", "H", "H", "H", "H", "H", "H", "H", "C", "N", "C", "C", "O", "H", "H", "H", "H", "H", "H", "H"],
  "xyz": [[0.67, -3.74, 0.73], [1.24, -2.22, 1.15], [2.24, -1.56, 0.03], [3.23, -2.60, -0.39], [1.42, -0.90, -1.27], [2.27, 0.50, -1.62], [3.87, 0.25, -1.83], [4.26, -0.92, -2.91], [4.47, 1.51, -2.33], [0.02, -0.66, -0.91], [-0.88, -0.71, -2.07], [-0.28, -0.25, -3.35], [-2.25, 0.10, -1.64], [-2.46, 1.53, -2.42], [-2.96, 2.75, -1.40], [-1.86, 3.13, -0.24], [-0.29, 3.04, -0.72], [0.53, 4.13, 0.00], [-3.48, -0.69, -1.84], [-4.07, -1.14, -0.58], [-4.77, -2.88, -0.94], [-5.37, -0.20, -0.21], [-5.88, 0.68, -1.32], [-6.04, -0.24, 1.11], [-1.45, -2.55, -2.42], [-2.22, -2.42, -4.01], [-0.05, -3.57, -2.73], [-0.49, -3.80, 0.87], [1.26, -4.54, 1.38], [1.02, -3.90, -0.38], [1.92, -2.43, 2.12], [0.38, -1.51, 1.53], [2.88, -0.74, 0.60], [1.57, -1.60, -2.20], [1.81, 1.02, -2.59], [2.13, 1.19, -0.67], [4.38, 0.05, -0.77], [5.39, -1.24, -2.68], [3.64, -1.91, -2.83], [4.18, -0.55, -4.04], [4.66, 2.15, -1.59], [-2.15, 0.37, -0.48], [-3.36, 1.39, -3.18], [-1.52, 1.95, -2.97], [-3.30, 3.72, -2.01], [-3.93, 2.38, -0.83], [-2.06, 4.26, 0.08], [-1.96, 2.50, 0.75], [0.11, 1.97, -0.38], [-0.13, 3.23, -1.87], [1.23, 3.66, 0.65], [1.14, 4.57, -0.74], [-3.31, -1.30, 0.30], [-5.92, -3.04, -0.15], [-6.14, 0.05, -2.09], [-5.58, 0.43, 1.70], [-1.49, -2.27, -4.70], [0.36, -3.30, -3.63], [6.22, -5.09, 1.99], [4.94, -4.65, 2.51], [4.89, -3.42, 3.27], [3.78, -5.35, 2.29], [2.67, -5.03, 2.70], [6.91, -5.25, 2.83], [6.62, -4.32, 1.33], [6.12, -6.03, 1.44], [4.49, -3.64, 4.27], [4.21, -2.72, 2.77], [5.88, -2.97, 3.36], [3.93, -6.27, 1.70], [-7.39, -6.41, -2.68], [-7.15, -6.78, -1.30], [-7.86, -7.90, -0.74], [-6.26, -6.08, -0.50], [-6.02, -6.33, 0.67], [-8.45, -6.17, -2.81], [-7.13, -7.26, -3.32], [-6.78, -5.55, -2.97], [-8.45, -7.56, 0.12], [-7.14, -8.65, -0.39], [-8.53, -8.35, -1.48], [-5.77, -5.24, -1.03], [9.42, -6.04, -2.52], [9.15, -6.53, -1.18], [10.12, -7.39, -0.55], [7.99, -6.21, -0.50], [7.70, -6.60, 0.62], [9.54, -6.89, -3.19], [10.34, -5.45, -2.49], [8.60, -5.40, -2.87], [9.65, -8.35, -0.31], [10.46, -6.93, 0.38], [10.98, -7.56, -1.21], [7.32, -5.56, -1.08], [-3.20, 8.64, 0.73], [-4.18, 7.65, 0.32], [-5.50, 7.68, 0.92], [-3.90, 6.69, -0.63], [-4.68, 5.84, -1.02], [-3.03, 8.53, 1.81], [-3.59, 9.64, 0.52], [-2.26, 8.50, 0.20], [-5.68, 6.72, 1.42], [-6.25, 7.82, 0.14], [-5.57, 8.49, 1.65], [-2.87, 6.76, -1.02], [5.53, -1.00, 8.61], [5.46, -1.60, 7.30], [4.54, -2.69, 7.07], [6.25, -1.16, 6.26], [6.25, -1.63, 5.12], [5.81, -1.76, 9.34], [4.54, -0.60, 8.87], [6.26, -0.19, 8.64], [5.10, -3.57, 6.75], [3.84, -2.41, 6.28], [3.98, -2.92, 7.99], [6.92, -0.33, 6.54], [-7.39, 3.52, -1.37], [-8.20, 3.89, -2.52], [-8.21, 3.02, -3.67], [-8.96, 5.04, -2.54], [-9.66, 5.41, -3.47], [-6.35, 3.45, -1.68], [-7.74, 2.55, -0.99], [-7.48, 4.27, -0.57], [-7.86, 3.57, -4.54], [-9.24, 2.69, -3.86], [-7.57, 2.15, -3.50], [-8.87, 5.63, -1.61], [3.01, 8.18, -0.35], [1.73, 8.62, 0.16], [1.68, 9.85, 0.93], [0.57, 7.92, -0.05], [-0.54, 8.24, 0.35], [3.69, 8.02, 0.49], [3.41, 8.95, -1.01], [2.91, 7.24, -0.91], [1.28, 9.63, 1.93], [1.00, 10.55, 0.43], [2.67, 10.30, 1.02], [0.72, 7.00, -0.64]],
  "molar_mass_g_mol": 948.92,
  "energy_ev": -104407.439,
  "e_lumo_ev": 0.11,
  "fmax_ev_per_a": 3.98,
  "total_charge": 0,
  "gap_ev": 8.6,
  "homo_ev": -8.46,
  "smiles": "CC[C@@H](F)[C@H](C[C@@H](C)O)O[C@](F)([C@@H](CCCCN)O[C@H](S)B(O)O)P(O)O.CN(C)C=O.CN(C)C=O.CN(C)C=O.CN(C)C=O.CN(C)C=O.CN(C)C=O.CN(C)C=O"
}

=====

Record 8
{
  "formula": "C3H4F2O2S",
  "method": "ωB97M-V with the def2-TZVPD basis set",
  "species": ["C", "C", "C", "O", "O", "F", "F", "S", "H", "H", "H", "H"],
  "xyz": [[1.43, -2.06, -0.49], [1.66, -0.85, -0.18], [-1.76, 0.87, 0.65], [0.27, 2.62, 0.60], [-0.40, 1.44, -1.58], [0.25, -2.52, -0.87], [2.77, -0.44, 0.37], [-0.17, 1.41, -0.13], [2.15, -2.92, -0.54], [-2.46, 1.41, 0.08], [-1.91, -0.27, 0.49], [-1.84, 1.30, 1.60]],
  "molar_mass_g_mol": 142.13,
  "energy_ev": -23535.379,
  "e_lumo_ev": [-2.00, -1.58],
  "fmax_ev_per_a": 4.47,
  "total_charge": 0,
  "gap_ev": [8.4, 8.2],
  "homo_ev": [-10.44, -9.73],
  "de_lowest_ev": 4.198
}

=====

Please write out number 6 again, unchanged.
{
  "formula": "C3H7N3",
  "method": "ωB97M-V with the def2-TZVPD basis set",
  "species": ["N", "C", "C", "N", "C", "N", "H", "H", "H", "H", "H", "H", "H"],
  "xyz": [[1.41, 1.22, 0.95], [0.39, 0.18, 0.93], [-0.38, 0.09, -0.34], [0.18, 0.63, -1.38], [-2.23, -1.93, -0.67], [-2.79, -2.94, -0.83], [1.43, 1.68, 1.85], [2.33, 0.84, 0.78], [-0.33, 0.29, 1.75], [0.79, -0.85, 1.07], [-1.56, -0.93, -0.51], [1.02, 1.20, -1.31], [-0.25, 0.52, -2.29]],
  "molar_mass_g_mol": 85.11,
  "energy_ev": -7692.031,
  "e_lumo_ev": 0.43,
  "fmax_ev_per_a": 1.22,
  "total_charge": 0,
  "gap_ev": 9.4,
  "homo_ev": -8.95,
  "de_lowest_ev": 2.649
}